P) # C3H6

One molecule with the formula C3H6 (ωB97M-V/def2-TZVPD, OMol25).

Geometry as ORCA input:
```
! wB97M-V def2-TZVPD RIJCOSX def2/J DEFGRID3
* xyz 0 1
C -0.091 -0.529 -0.249
H 1.462 0.329 1.014
H 0.091 -1.432 -0.957
H 0.695 1.574 -0.135
H -1.725 0.724 0.649
C -1.278 -0.223 0.224
H -2.080 -0.947 0.243
H 1.886 0.058 -0.699
C 1.041 0.445 -0.091
*
```

Summary:
HOMO energy in eV: -9.463
SMILES string: C=CC

Atom charges from the Mulliken analysis, given in e for atoms 1 to 2:
1. C 0.118
2. H 0.201

Q) # C3H6

A 2-piece molecular cluster, C3H6 overall (ωB97M-V/def2-TZVPD, OMol25).

Geometry as ORCA input:
```
! wB97M-V def2-TZVPD RIJCOSX def2/J DEFGRID3
* xyz 0 1
H 0.067 -1.690 -0.337
H 0.477 0.756 1.639
H 1.318 -1.728 0.706
C 0.671 -1.054 0.205
H 1.299 -0.388 -0.558
C -0.880 1.717 -0.893
H -1.094 2.713 -0.450
H -1.929 1.477 -1.182
C 0.091 0.175 0.781
*
```

Summary:
HOMO energy (alpha / beta) in eV: -8.434 / -7.963

Atom charges from the Mulliken analysis, given in e for atoms 1 to 2:
1. H 0.284
2. H 0.294

It turns out P) is the most stable, with the second structure 0.2548 hartree higher.